Run 1
This record from the Open Molecules 2025 dataset describes 2 unconnected molecules or ions with the total composition C5H12O2. The level of theory is wB97M-V/def2-TZVPD.

Each line ends with the natural charge from an NBO analysis.
Geometry (Å):
C: 2.682 -0.470 0.530  -0.608
C: 1.518 0.137 -0.251  -0.413
C: 0.214 -0.625 -0.008  0.061
O: -0.156 -0.597 1.362  -0.715
C: -0.934 -0.228 -0.917  -0.336
C: -2.203 -0.444 -0.554  -0.301
O: -2.321 1.664 0.474  -0.956
H: 3.604 0.104 0.393  0.209
H: 2.448 -0.503 1.599  0.221
H: 2.877 -1.499 0.203  0.202
H: 1.741 0.132 -1.327  0.202
H: 1.379 1.191 0.034  0.194
H: 0.401 -1.687 -0.213  0.183
H: -0.447 0.302 1.579  0.470
H: -0.703 0.124 -1.921  0.212
H: -1.609 1.374 -0.141  0.485
H: -2.445 -0.832 0.432  0.222
H: -3.049 -0.208 -1.194  0.198
H: -2.999 2.067 -0.081  0.471

Results
SMILES: C=C[C@H](O)CC.O
LUMO energy: 0.84 eV
Orbital gap: 10.16 eV



Run 2
This record from the Open Molecules 2025 dataset describes 2 unconnected molecules or ions with the total composition C5H12O2. The level of theory is wB97M-V/def2-TZVPD.

Each line ends with the natural charge from an NBO analysis.
Geometry (Å):
C: -0.268 1.612 1.799  -0.602
C: 0.855 1.414 0.777  -0.441
C: 1.212 -0.019 0.492  -0.253
O: -1.727 -0.467 -0.542  -0.730
C: 1.334 -0.543 -0.721  0.095
C: -1.583 -1.818 -0.912  -0.243
O: 0.978 0.168 -1.848  -0.717
H: -1.238 1.319 1.387  0.224
H: -0.093 1.015 2.702  0.199
H: -0.317 2.663 2.103  0.205
H: 0.603 1.923 -0.160  0.214
H: 1.765 1.901 1.153  0.209
H: 1.418 -0.672 1.337  0.209
H: -1.085 0.045 -1.055  0.478
H: 1.666 -1.566 -0.888  0.176
H: -2.199 -2.075 -1.786  0.158
H: -0.543 -2.084 -1.137  0.155
H: -1.900 -2.441 -0.070  0.179
H: 1.120 -0.376 -2.630  0.486

Results
SMILES: CC/C=C\O.CO
LUMO energy: 0.59 eV
Orbital gap: 9.40 eV



Run 3
This record from the Open Molecules 2025 dataset describes C5H12O2 in the gas phase. The level of theory is wB97M-V/def2-TZVPD.

Each line ends with the natural charge from an NBO analysis.
Geometry (Å):
C: 2.393 0.233 1.132  -0.610
C: 0.939 0.624 0.893  -0.414
C: 0.271 -0.311 -0.116  0.087
O: 0.443 -1.660 0.255  -0.717
C: -1.234 0.037 -0.329  0.080
C: -1.561 0.310 -1.790  -0.631
O: -1.978 -1.066 0.180  -0.740
H: 2.443 -0.787 1.522  0.223
H: 2.959 0.252 0.192  0.201
H: 2.886 0.907 1.839  0.206
H: 0.377 0.591 1.838  0.195
H: 0.871 1.657 0.521  0.197
H: 0.791 -0.202 -1.078  0.164
H: -0.324 -1.888 0.800  0.486
H: -1.475 0.934 0.264  0.157
H: -1.229 -0.524 -2.417  0.218
H: -2.639 0.449 -1.939  0.206
H: -1.055 1.223 -2.128  0.213
H: -2.879 -0.780 0.359  0.479

Results
SMILES: CC[C@@H](O)[C@@H](C)O
LUMO energy: 0.73 eV
Orbital gap: 10.53 eV



Which structure is the least stable? The one labeled run 1.



Run 1
This record from the Open Molecules 2025 dataset describes C5H12O2 in the gas phase. The level of theory is wB97M-V/def2-TZVPD.

Each line ends with the natural charge from an NBO analysis.
Geometry (Å):
C: -1.040 -1.730 -1.867  -0.251
O: -0.049 -1.073 -1.126  -0.559
C: -0.699 -0.095 -0.363  -0.054
C: 0.410 0.823 0.285  -0.270
C: -0.270 1.883 1.140  -0.610
C: 1.488 0.087 1.147  -0.049
O: 2.343 -0.766 0.429  -0.723
H: -1.723 -2.311 -1.227  0.164
H: -1.706 -0.864 -2.270  0.167
H: -0.491 -2.456 -2.508  0.206
H: -1.580 0.292 -1.104  0.165
H: -1.253 -0.602 0.454  0.160
H: 0.974 1.290 -0.531  0.209
H: 0.449 2.607 1.535  0.216
H: -0.788 1.426 1.993  0.204
H: -1.011 2.420 0.543  0.213
H: 2.155 0.838 1.607  0.180
H: 1.005 -0.442 1.989  0.149
H: 1.786 -1.324 -0.125  0.482

Results
SMILES: COC[C@@H](C)CO
LUMO energy: 0.95 eV
Orbital gap: 10.89 eV



Run 2
This record from the Open Molecules 2025 dataset describes C5H12O2 in the gas phase. The level of theory is wB97M-V/def2-TZVPD.

Each line ends with the natural charge from an NBO analysis.
Geometry (Å):
C: 2.324 0.183 0.889  -0.607
C: 0.889 0.620 0.602  -0.425
C: 0.032 -0.523 0.072  0.074
O: -0.071 -1.578 1.033  -0.729
C: -1.381 -0.122 -0.369  0.082
C: -1.396 0.779 -1.593  -0.625
O: -2.101 -1.291 -0.696  -0.722
H: 2.337 -0.694 1.543  0.215
H: 2.836 -0.091 -0.041  0.206
H: 2.898 0.982 1.367  0.211
H: 0.421 1.016 1.518  0.192
H: 0.885 1.445 -0.121  0.214
H: 0.526 -0.991 -0.790  0.179
H: -0.292 -1.177 1.885  0.465
H: -1.870 0.401 0.476  0.143
H: -0.793 0.340 -2.395  0.210
H: -2.422 0.876 -1.958  0.227
H: -1.014 1.781 -1.369  0.207
H: -1.809 -1.958 -0.055  0.484

Results
SMILES: CC[C@@H](O)[C@@H](C)O
LUMO energy: 0.89 eV
Orbital gap: 10.87 eV



Run 3
This record from the Open Molecules 2025 dataset describes 2 unconnected molecules or ions with the total composition C5H12O2. The level of theory is wB97M-V/def2-TZVPD.

Each line ends with the natural charge from an NBO analysis.
Geometry (Å):
C: 0.760 1.017 -2.066  -0.228
O: 0.364 -0.141 -1.463  -0.839
C: 1.400 0.776 0.631  -0.408
C: 0.493 -0.168 1.015  -0.138
C: -0.986 0.001 1.030  -0.501
C: -1.568 -1.375 0.809  -0.057
O: -1.359 -1.826 -0.515  -0.743
H: 0.850 0.973 -3.148  0.188
H: 0.099 1.873 -1.830  0.138
H: 1.714 1.354 -1.538  0.141
H: 2.420 0.596 0.955  0.218
H: 1.214 1.836 0.717  0.248
H: 0.871 -0.105 -0.388  0.421
H: 0.732 -0.697 1.940  0.247
H: -1.346 0.591 0.192  0.244
H: -1.299 0.268 2.044  0.243
H: -1.128 -2.171 1.440  0.151
H: -2.630 -1.524 1.031  0.179
H: -0.601 -1.279 -0.854  0.496

Results
SMILES: C=CCCO.CO
LUMO energy: -0.59 eV
Orbital gap: 8.66 eV



Run 4
This record from the Open Molecules 2025 dataset describes a molecular structure, C5H12O2. The level of theory is wB97M-V/def2-TZVPD.

Each line ends with the natural charge from an NBO analysis.
Geometry (Å):
C: -1.549 -0.592 1.682  -0.263
O: -0.248 -0.228 1.187  -0.643
C: -0.071 0.503 -0.442  0.205
C: -0.476 1.870 -0.060  -0.660
C: 1.387 0.212 -0.793  -0.500
C: 1.359 -1.263 -1.217  -0.052
O: 0.314 -1.840 -0.475  -0.794
H: -2.059 0.283 2.104  0.172
H: -1.506 -1.343 2.499  0.199
H: -2.151 -1.034 0.883  0.182
H: -0.719 0.053 -1.219  0.216
H: 0.159 2.186 0.767  0.225
H: -1.518 1.828 0.265  0.221
H: -0.394 2.561 -0.902  0.222
H: 1.964 0.332 0.125  0.223
H: 1.817 0.922 -1.528  0.230
H: 1.178 -1.348 -2.309  0.158
H: 2.315 -1.776 -1.032  0.165
H: 0.199 -1.326 0.465  0.496

Results
LUMO energy: 1.02 eV
Orbital gap: 10.22 eV



Which structure is the least stable? The one labeled run 3.



Run 1
This record from the Open Molecules 2025 dataset describes 2 unconnected molecules or ions with the total composition C5H12O2. The level of theory is wB97M-V/def2-TZVPD.

Each line ends with the natural charge from an NBO analysis.
Geometry (Å):
C: 0.476 -0.772 0.551  -0.068
C: -1.058 -0.930 0.326  -0.425
C: -1.539 -2.375 0.321  -0.609
O: 1.270 -1.200 -0.511  -0.723
H: 1.072 -0.626 -1.273  0.486
H: 0.772 0.171 1.028  0.148
H: 0.579 -1.533 1.345  0.173
H: -1.586 -0.357 1.091  0.196
H: -1.271 -0.476 -0.646  0.198
H: -2.588 -2.426 0.035  0.209
H: -1.426 -2.817 1.308  0.198
H: -0.954 -2.958 -0.386  0.216
C: 1.374 2.598 -0.117  -0.730
C: 0.275 1.912 -0.865  0.463
O: 0.436 1.148 -1.790  -0.559
H: -0.737 2.286 -0.613  0.113
H: 1.448 3.623 -0.479  0.246
H: 1.134 2.645 0.943  0.231
H: 2.323 2.088 -0.267  0.240

Results
SMILES: CC=O.CCCO
LUMO energy: 0.91 eV
Orbital gap: 10.95 eV



Run 2
This record from the Open Molecules 2025 dataset describes a molecular structure, C5H12O2. The level of theory is wB97M-V/def2-TZVPD.

Each line ends with the natural charge from an NBO analysis.
Geometry (Å):
C: 2.271 0.406 1.096  -0.602
C: 1.066 0.707 0.201  -0.458
C: 0.209 -0.482 -0.111  0.149
O: -0.331 -0.968 1.596  -0.891
C: -1.154 -0.383 -0.554  -0.108
C: -1.607 0.824 -1.332  -0.633
O: -1.496 -1.614 -1.203  -0.742
H: 1.954 0.031 2.075  0.228
H: 2.943 -0.336 0.649  0.202
H: 2.856 1.315 1.265  0.210
H: 0.454 1.486 0.670  0.219
H: 1.410 1.095 -0.773  0.228
H: 0.754 -1.351 -0.489  0.215
H: -0.478 -1.924 1.715  0.483
H: -1.207 -0.509 0.885  0.410
H: -1.181 0.860 -2.357  0.197
H: -2.700 0.844 -1.416  0.210
H: -1.314 1.729 -0.796  0.211
H: -2.450 -1.731 -1.124  0.470

Results
LUMO energy: 0.94 eV
Orbital gap: 8.65 eV



Which structure is the least stable? The one labeled run 2.



Run 1
This record from the Open Molecules 2025 dataset describes C5H12O2 in the gas phase. The level of theory is wB97M-V/def2-TZVPD.

Each line ends with the natural charge from an NBO analysis.
Geometry (Å):
C: 2.465 -0.412 0.644  -0.647
C: 1.648 -0.084 -0.605  -0.415
C: 0.214 -0.147 -0.015  0.099
O: 0.196 0.567 1.247  -0.757
C: -0.848 0.495 -0.870  -0.445
C: -2.236 0.052 -0.457  -0.056
O: -2.418 0.263 0.940  -0.743
H: 3.404 0.127 0.666  0.203
H: 1.816 -0.036 1.436  0.261
H: 2.635 -1.493 0.741  0.195
H: 1.829 -0.747 -1.488  0.207
H: 1.880 0.922 -0.980  0.198
H: 0.035 -1.230 0.140  0.163
H: -0.558 0.320 1.811  0.505
H: -0.725 0.293 -1.940  0.212
H: -0.709 1.570 -0.714  0.222
H: -2.354 -1.018 -0.695  0.156
H: -2.980 0.614 -1.034  0.166
H: -3.296 -0.055 1.172  0.475

Results
SMILES: CC[C@@H](O)CCO
LUMO energy: 0.75 eV
Orbital gap: 10.52 eV



Run 2
This record from the Open Molecules 2025 dataset describes C5H12O2 in the gas phase. The level of theory is wB97M-V/def2-TZVPD.

Each line ends with the natural charge from an NBO analysis.
Geometry (Å):
C: -0.297 0.197 2.087  -0.261
O: -0.473 0.285 0.704  -0.612
C: 0.289 -0.742 -0.012  0.082
C: -1.326 -1.495 0.233  -0.543
C: 0.679 -0.187 -1.421  -0.474
C: 1.127 1.296 -1.448  -0.053
O: 0.087 2.185 -1.123  -0.737
H: -0.147 -0.823 2.490  0.177
H: -1.176 0.635 2.569  0.195
H: 0.592 0.792 2.276  0.183
H: 1.288 -0.825 0.533  0.185
H: -1.710 -1.393 -0.772  0.210
H: -2.165 -1.071 0.893  0.213
H: -1.139 -2.485 0.581  0.189
H: -0.184 -0.266 -2.084  0.207
H: 1.487 -0.782 -1.881  0.218
H: 2.014 1.447 -0.804  0.148
H: 1.441 1.563 -2.470  0.183
H: -0.351 1.799 -0.347  0.490

Results
SMILES: CO[C@@H](C)CCO
LUMO energy: 1.01 eV
Orbital gap: 9.54 eV



Run 3
This record from the Open Molecules 2025 dataset describes 2 unconnected molecules or ions with the total composition C5H12O2. The level of theory is wB97M-V/def2-TZVPD.

Each line ends with the natural charge from an NBO analysis.
Geometry (Å):
C: 2.211 -0.128 0.719  -0.606
C: 0.970 0.774 0.757  -0.469
C: -0.378 0.120 0.596  0.286
O: -0.654 -0.851 1.544  -0.708
C: -1.398 0.416 -0.218  -0.272
C: -1.457 1.156 -1.524  -0.643
O: -0.774 -2.361 -0.982  -0.942
H: 2.178 -0.929 1.469  0.194
H: 2.353 -0.598 -0.259  0.214
H: 3.104 0.465 0.943  0.220
H: 0.925 1.240 1.754  0.218
H: 1.078 1.597 0.044  0.226
H: -0.269 -1.549 -1.109  0.465
H: 0.157 -1.096 2.003  0.480
H: -2.334 -0.058 0.076  0.209
H: -0.482 1.263 -2.010  0.209
H: -2.085 0.562 -2.200  0.227
H: -1.923 2.146 -1.454  0.217
H: -1.222 -2.169 -0.148  0.476

Results
SMILES: C/C=C(/O)CC.O
LUMO energy: 0.71 eV
Orbital gap: 9.37 eV



Run 4
This record from the Open Molecules 2025 dataset describes 2 unconnected molecules or ions with the total composition C5H12O2. The level of theory is wB97M-V/def2-TZVPD.

Each line ends with the natural charge from an NBO analysis.
Geometry (Å):
O: 0.245 -3.032 -1.345  -0.519
C: 0.092 -1.811 -1.495  0.432
C: 0.006 -0.807 -0.425  -0.524
C: 1.397 -0.314 0.148  -0.392
C: 1.193 0.911 1.072  -0.396
C: 0.544 2.158 0.408  -0.625
H: -0.324 -1.392 -2.453  0.108
H: -0.531 0.096 -0.652  0.226
H: -0.411 -1.221 0.560  0.228
H: 1.609 -1.137 0.762  0.209
H: 2.375 -0.143 -0.380  0.217
H: 0.488 0.720 1.877  0.190
H: 2.212 1.120 1.518  0.200
H: 1.096 2.546 -0.460  0.205
H: -0.532 1.701 0.186  0.220
H: 0.323 2.994 1.117  0.214
H: -2.865 0.947 1.260  0.467
H: -2.952 2.340 1.698  0.466
O: -2.730 1.858 0.935  -0.926

Results
SMILES: CCCCC=O.O
LUMO energy: 0.55 eV
Orbital gap: 10.37 eV



Which structure is the least stable? The one labeled run 2.



Run 1
This record from the Open Molecules 2025 dataset describes 2 unconnected molecules or ions with the total composition C5H12O2. The level of theory is wB97M-V/def2-TZVPD.

Each line ends with the natural charge from an NBO analysis.
Geometry (Å):
O: 1.109 -2.017 -0.866  -0.536
C: 1.496 -2.442 0.429  -0.065
C: 0.993 -0.608 -0.977  -0.084
C: 0.486 -1.930 1.476  -0.433
C: 0.000 0.000 0.000  -0.434
C: 0.194 -0.405 1.450  -0.400
H: 1.613 -3.539 0.330  0.197
H: 2.490 -2.019 0.671  0.150
H: 0.499 -0.297 -1.919  0.204
H: 1.987 -0.122 -0.942  0.160
H: -0.441 -2.452 1.170  0.199
H: 0.732 -2.255 2.505  0.209
H: 0.037 1.099 0.126  0.224
H: -0.993 -0.258 -0.416  0.191
H: 0.912 0.252 1.977  0.203
H: -0.788 -0.302 1.952  0.210
O: -0.800 1.724 -2.806  -0.941
H: -0.656 1.896 -3.764  0.474
H: -1.513 1.046 -2.781  0.471

Results
SMILES: C1CCOCC1.O
LUMO energy: 0.74 eV
Orbital gap: 10.17 eV



Run 2
This record from the Open Molecules 2025 dataset describes C5H12O2 in the gas phase. The level of theory is wB97M-V/def2-TZVPD.

Each line ends with the natural charge from an NBO analysis.
Geometry (Å):
C: 0.417 -1.525 2.263  -0.606
C: 0.628 -1.131 0.803  -0.425
C: -0.601 -0.448 0.176  0.018
O: -1.013 0.657 0.982  -0.723
C: -0.426 -0.021 -1.261  -0.209
C: -0.583 1.939 -1.939  -0.268
O: 0.729 1.108 -1.164  -0.683
H: 0.183 -0.645 2.871  0.216
H: -0.425 -2.221 2.359  0.200
H: 1.304 -2.012 2.683  0.204
H: 1.490 -0.452 0.720  0.191
H: 0.873 -2.022 0.208  0.198
H: -1.441 -1.159 0.206  0.189
H: -0.277 1.284 0.943  0.458
H: 0.035 -0.842 -1.833  0.147
H: 0.049 2.828 -2.114  0.152
H: -1.012 1.594 -2.877  0.216
H: -1.339 2.138 -1.187  0.236
H: 1.406 0.928 -1.838  0.491

Results
LUMO energy: 0.53 eV
Orbital gap: 7.55 eV



Which structure is the least stable? The one labeled run 2.



Run 1
This record from the Open Molecules 2025 dataset describes 2 unconnected molecules or ions with the total composition C5H12O2. The level of theory is wB97M-V/def2-TZVPD.

Each line ends with the natural charge from an NBO analysis.
Geometry (Å):
C: 2.363 0.186 1.381  -0.606
C: 0.943 0.658 1.077  -0.424
C: 0.346 -0.096 -0.125  0.082
O: 0.392 -1.400 -0.093  -0.824
C: -0.871 0.469 -0.696  0.207
C: -1.471 -0.129 -1.924  -0.707
O: -2.008 -0.729 0.658  -0.903
H: 2.373 -0.904 1.479  0.234
H: 3.057 0.459 0.574  0.198
H: 2.737 0.631 2.310  0.205
H: 0.292 0.456 1.938  0.212
H: 0.923 1.742 0.893  0.189
H: 0.816 0.476 -1.084  0.198
H: -1.180 -1.303 0.544  0.512
H: -1.152 1.492 -0.431  0.210
H: -1.157 -1.174 -2.002  0.259
H: -2.561 -0.040 -1.899  0.234
H: -1.129 0.421 -2.811  0.245
H: -2.714 -1.215 0.211  0.478

Results
LUMO energy: 0.07 eV
Orbital gap: 8.74 eV



Run 2
This record from the Open Molecules 2025 dataset describes 2 unconnected molecules or ions with the total composition C5H12O2. The level of theory is wB97M-V/def2-TZVPD.

Each line ends with the natural charge from an NBO analysis.
Geometry (Å):
C: -1.831 1.373 0.454  -0.605
C: -1.190 0.362 1.409  -0.440
C: -0.825 -0.937 0.747  -0.252
O: 1.176 1.010 -1.204  -0.736
C: 0.402 -1.436 0.660  0.098
C: 1.509 -0.025 -2.097  -0.247
O: 1.504 -0.734 1.107  -0.720
H: -1.108 1.696 -0.302  0.230
H: -2.694 0.938 -0.064  0.197
H: -2.184 2.251 1.006  0.205
H: -0.299 0.799 1.872  0.214
H: -1.889 0.142 2.227  0.208
H: -1.625 -1.523 0.301  0.209
H: 1.391 0.696 -0.312  0.483
H: 0.616 -2.394 0.189  0.176
H: 2.597 -0.127 -2.234  0.154
H: 1.107 -0.998 -1.780  0.157
H: 1.067 0.215 -3.067  0.181
H: 2.278 -1.307 1.088  0.489

Results
SMILES: CC/C=C\O.CO
LUMO energy: 0.58 eV
Orbital gap: 9.54 eV



Which structure is the least stable? The one labeled run 1.